[1]
DFT (ωB97M-V/def2-TZVPD) results for a molecular structure, C37H49BrFeN2P2S in a non-equilibrium geometry.

The LUMO energy (alpha / beta) comes out at -6.10 / -8.56 eV. The energy above the lowest of the compared OMol25 structures with the same formula, charge and spin comes out at 18.2 kJ/mol.

Structure (ORCA input):
```
! wB97M-V def2-TZVPD RIJCOSX def2/J DEFGRID3
* xyz 2 5
C -0.803 6.996 -4.504
C -0.995 5.620 -4.710
C -1.278 5.196 -6.025
C -1.353 6.150 -7.051
N -1.172 7.450 -6.826
C -0.897 7.873 -5.594
C -0.923 4.684 -3.606
C -0.992 3.851 -2.716
C -0.969 2.760 -1.836
C 0.213 2.613 -1.112
C 0.527 1.303 -0.701
C -0.536 0.289 -0.769
C -1.789 0.552 -1.283
C -1.990 1.792 -1.888
Fe 0.245 0.330 0.918
P 2.055 -1.063 0.414
H -1.447 4.144 -6.256
H -0.589 7.393 -3.511
H -1.563 5.847 -8.081
H -0.742 8.948 -5.458
H -2.916 2.000 -2.427
H 0.924 3.431 -0.976
H -2.596 -0.178 -1.253
H 1.578 1.075 -0.420
C 2.144 -2.619 1.361
C 2.972 -3.740 0.737
H 1.099 -2.928 1.508
H 2.529 -2.348 2.353
H 3.037 -4.573 1.445
H 2.510 -4.135 -0.173
H 3.996 -3.435 0.497
C 2.019 -1.494 -1.389
C 2.860 -0.630 -2.335
H 0.956 -1.401 -1.665
H 2.273 -2.560 -1.486
H 2.548 -0.842 -3.368
H 2.712 0.446 -2.169
H 3.932 -0.856 -2.261
C 3.629 -0.170 0.768
C 4.913 -0.963 0.538
H 3.569 0.134 1.825
H 3.633 0.757 0.174
H 5.772 -0.289 0.652
H 5.030 -1.762 1.278
H 4.975 -1.396 -0.467
Br -1.201 -1.468 1.225
P -2.567 -3.365 -2.387
C -0.766 -3.514 -2.187
C -0.345 -4.932 -2.591
H -0.520 -3.271 -1.144
H -0.299 -2.765 -2.842
H 0.711 -4.955 -2.881
H -0.494 -5.641 -1.767
H -0.934 -5.282 -3.451
C -3.258 -3.274 -0.699
C -4.665 -3.870 -0.697
H -3.241 -2.238 -0.332
H -2.599 -3.864 -0.047
H -5.010 -4.055 0.326
H -5.375 -3.193 -1.182
H -4.654 -4.825 -1.239
C -2.783 -1.758 -3.228
C -3.127 -1.880 -4.715
H -1.835 -1.223 -3.081
H -3.566 -1.206 -2.691
H -3.542 -0.930 -5.073
H -2.235 -2.105 -5.311
H -3.873 -2.659 -4.909
N 0.822 1.338 2.357
S 0.235 1.939 3.792
C 1.551 1.548 4.941
C 1.854 0.216 5.237
C 2.894 -0.072 6.131
C 3.626 0.956 6.729
C 3.310 2.289 6.434
C 2.269 2.593 5.553
C -1.102 0.891 4.415
C -2.180 0.614 3.567
C -3.196 -0.249 3.979
C -3.212 -0.734 5.287
C -2.213 -0.353 6.185
C -1.175 0.485 5.761
H 1.828 1.549 2.357
H 1.250 -0.581 4.812
H 3.117 -1.112 6.377
H 4.432 0.726 7.431
H 3.869 3.099 6.904
H 1.973 3.618 5.348
H -2.215 1.059 2.573
H -3.976 -0.536 3.272
H -4.023 -1.382 5.618
H -2.238 -0.698 7.219
H -0.421 0.817 6.472
*
```

=====

[2]
DFT (ωB97M-V/def2-TZVPD) results for 9 unconnected molecules or ions with the total composition C48H65F8NO27S2 in a non-equilibrium geometry.

As for the SMILES: CCCCCCCCN(CCCCCCCC)C(=S)SCCCC1=CC(=O)OC1=O.O=C1OC[C@@H](F)O1.O=C1OC[C@@H](F)O1.O=C1OC[C@@H](F)O1.O=C1OC[C@@H](F)O1.O=C1OC[C@@H](F)O1.O=C1OC[C@@H](F)O1.O=C1OC[C@@H](F)O1.O=C1OC[C@@H](F)O1. The LUMO energy comes out at -0.65 eV.

Structure (ORCA input):
```
! wB97M-V def2-TZVPD RIJCOSX def2/J DEFGRID3
* xyz 0 1
C -2.140 1.111 -0.588
C -1.805 2.198 -1.661
C -2.074 3.613 -1.106
C -0.860 4.312 -0.440
C 0.284 3.360 -0.001
C 1.485 3.427 -0.972
C 2.492 2.280 -0.707
C 1.842 0.954 -1.206
N 2.743 0.070 -1.978
C 3.278 -1.045 -1.177
C 3.910 -0.598 0.160
C 2.966 -0.814 1.381
C 3.709 -1.270 2.655
C 2.761 -1.046 3.883
C 3.132 0.221 4.679
C 2.670 1.545 4.007
C 3.818 2.157 3.158
C 2.119 -0.376 -3.171
S 2.931 -0.227 -4.571
S 0.455 -1.062 -3.265
C 0.236 -2.294 -1.932
C -1.231 -2.782 -1.916
C -1.895 -2.687 -0.522
C -1.089 -3.281 0.604
C -1.071 -2.751 1.809
C -0.193 -3.648 2.650
O 0.279 -3.453 3.672
O -0.042 -4.839 1.944
C -0.209 -4.512 0.623
O 0.276 -5.057 -0.273
H -2.036 1.563 0.408
H -3.153 0.713 -0.705
H -1.399 0.300 -0.656
H -0.813 2.058 -2.096
H -2.524 2.014 -2.473
H -2.972 3.592 -0.466
H -2.368 4.233 -1.970
H -0.448 5.105 -1.073
H -1.229 4.802 0.469
H -0.029 2.332 0.211
H 0.673 3.760 0.949
H 1.180 3.469 -2.026
H 2.040 4.359 -0.742
H 2.659 2.198 0.377
H 3.465 2.486 -1.166
H 1.020 1.235 -1.872
H 1.370 0.452 -0.343
H 2.520 -1.808 -0.944
H 4.055 -1.530 -1.782
H 4.281 0.431 0.106
H 4.790 -1.236 0.326
H 2.157 -1.502 1.096
H 2.492 0.152 1.610
H 3.993 -2.325 2.559
H 4.618 -0.661 2.742
H 2.813 -1.936 4.522
H 1.741 -0.960 3.488
H 2.683 0.188 5.681
H 4.223 0.270 4.797
H 1.783 1.380 3.380
H 2.392 2.306 4.746
H 3.592 3.196 2.887
H 3.979 1.601 2.229
H 4.731 2.179 3.784
H 0.471 -1.809 -0.977
H 0.876 -3.167 -2.085
H -1.867 -2.200 -2.599
H -1.308 -3.815 -2.274
H -2.841 -3.250 -0.574
H -2.181 -1.655 -0.306
H -1.570 -1.856 2.153
C 3.012 -5.220 -1.828
C 4.029 -6.276 -2.167
O 5.122 -5.515 -2.646
C 5.057 -4.304 -2.012
O 5.944 -3.521 -1.966
O 3.839 -4.123 -1.435
F 3.589 -7.089 -3.160
H 2.412 -4.931 -2.694
H 2.348 -5.518 -1.023
H 4.351 -6.883 -1.318
C 3.554 8.102 -2.521
C 2.730 6.856 -2.692
O 2.409 6.505 -1.349
C 2.379 7.677 -0.650
O 1.892 7.807 0.422
O 2.978 8.682 -1.349
F 3.463 5.853 -3.242
H 4.609 7.883 -2.338
H 3.476 8.777 -3.371
H 1.809 6.997 -3.269
C -1.314 9.916 -5.192
C -0.185 10.134 -6.163
O 0.835 9.297 -5.642
C 0.203 8.273 -5.003
O 0.730 7.257 -4.679
O -1.103 8.560 -4.789
F 0.246 11.416 -6.144
H -1.243 10.569 -4.321
H -2.293 10.041 -5.648
H -0.407 9.840 -7.190
C -5.928 2.946 3.339
C -5.912 2.086 2.104
O -5.198 2.877 1.176
C -4.338 3.644 1.910
O -3.406 4.213 1.453
O -4.685 3.646 3.225
F -7.168 1.881 1.627
H -6.753 3.660 3.336
H -5.967 2.365 4.258
H -5.408 1.126 2.230
C -8.216 -0.876 0.260
C -7.545 -1.727 1.297
O -8.641 -2.212 2.060
C -9.705 -2.270 1.205
O -10.705 -2.869 1.417
O -9.462 -1.553 0.073
F -6.742 -0.976 2.102
H -8.405 0.139 0.610
H -7.653 -0.829 -0.670
H -6.966 -2.570 0.896
C -5.581 -6.601 2.026
C -4.855 -6.889 0.742
O -5.276 -5.827 -0.101
C -5.542 -4.777 0.719
O -5.659 -3.649 0.350
O -5.646 -5.170 2.009
F -5.259 -8.063 0.199
H -6.592 -7.012 2.035
H -5.047 -6.961 2.902
H -3.766 -6.882 0.826
C -2.147 -8.933 -3.005
C -3.197 -9.945 -2.627
O -2.883 -10.228 -1.274
C -2.304 -9.103 -0.772
O -2.156 -8.885 0.385
O -1.925 -8.257 -1.764
F -3.075 -11.081 -3.354
H -1.219 -9.403 -3.334
H -2.484 -8.241 -3.773
H -4.223 -9.579 -2.694
C 8.695 1.422 5.221
C 7.993 0.685 4.111
O 6.949 1.572 3.751
C 7.414 2.833 4.031
O 6.930 3.831 3.620
O 8.507 2.783 4.839
F 7.447 -0.473 4.557
H 8.229 1.246 6.192
H 9.753 1.177 5.286
H 8.617 0.482 3.239
*
```

=====

[3]
DFT (ωB97M-V/def2-TZVPD) results for 2 unconnected molecules or ions with the total composition C4H14N3 in a non-equilibrium geometry.

The LUMO energy comes out at -3.14 eV. The energy above the lowest of the compared OMol25 structures with the same formula, charge and spin comes out at 74.5 kJ/mol.

Structure (ORCA input):
```
! wB97M-V def2-TZVPD RIJCOSX def2/J DEFGRID3
* xyz 1 1
C 1.560 -1.439 -1.768
C 0.078 -1.265 -2.057
H 1.747 -1.335 -0.688
H 1.798 -2.508 -1.793
H 2.185 -0.791 -2.361
H -0.090 -1.299 -3.138
H -0.354 -0.253 -1.954
H -0.543 -1.978 -1.522
C -2.131 1.431 0.600
C 0.037 0.605 1.388
N -1.269 0.470 1.299
N 0.698 1.727 1.019
N 0.760 -0.437 1.802
H -1.667 -0.405 1.577
H 0.273 2.580 1.351
H 1.651 1.822 1.383
H 0.535 -1.420 1.702
H 1.720 -0.365 2.123
H -1.716 2.429 0.626
H -3.157 1.247 0.887
H -2.116 1.185 -0.474
*
```

=====

[4]
DFT (ωB97M-V/def2-TZVPD) results for C21H29N3O2 in the gas phase.

As for the SMILES: CCOC(=O)[C@]1(Cc2ccccc2)CCCN(CCCn2cccn2)C1. The LUMO energy comes out at 0.76 eV. The energy above the lowest of the compared OMol25 structures with the same formula, charge and spin comes out at 208.0 kJ/mol.

Structure (ORCA input):
```
! wB97M-V def2-TZVPD RIJCOSX def2/J DEFGRID3
* xyz 0 1
C 1.773 2.615 -1.879
C 1.671 1.147 -2.243
H 0.840 0.961 -2.934
H 2.592 0.789 -2.716
O 1.452 0.407 -1.045
C 1.369 -0.924 -1.167
O 1.453 -1.493 -2.226
C 1.226 -1.607 0.184
C 0.781 -3.066 -0.003
C -0.695 -3.171 -0.379
C -1.540 -2.412 0.647
N -1.175 -1.011 0.728
C 0.215 -0.862 1.090
H 0.320 -1.265 2.104
H 0.470 0.197 1.114
C -1.629 -0.224 -0.402
C -1.834 1.238 -0.001
H -0.905 1.659 0.383
H -2.132 1.814 -0.880
C -2.916 1.341 1.080
N -4.222 1.077 0.542
C -5.064 1.962 -0.028
C -6.163 1.254 -0.457
C -5.881 -0.071 -0.100
N -4.708 -0.158 0.498
H -6.480 -0.947 -0.250
H -7.036 1.630 -0.948
H -4.833 3.007 -0.081
H -2.711 0.588 1.843
H -2.919 2.338 1.527
H -2.595 -0.629 -0.711
H -0.953 -0.277 -1.268
H -1.385 -2.849 1.639
H -2.603 -2.478 0.410
H -0.993 -4.220 -0.407
H -0.852 -2.750 -1.372
H 0.950 -3.601 0.934
H 1.394 -3.528 -0.780
C 2.634 -1.615 0.839
C 3.323 -0.281 0.865
C 4.220 0.061 -0.141
C 4.847 1.294 -0.142
C 4.589 2.204 0.870
C 3.710 1.868 1.884
C 3.085 0.633 1.883
H 2.411 0.375 2.687
H 3.512 2.569 2.682
H 5.076 3.168 0.869
H 5.538 1.546 -0.933
H 4.423 -0.645 -0.934
H 3.252 -2.324 0.283
H 2.522 -1.990 1.860
H 0.844 2.955 -1.429
H 1.973 3.201 -2.771
H 2.580 2.761 -1.165
*
```

=====

[5]
DFT (ωB97M-V/def2-TZVPD) results for 2 unconnected molecules or ions with the total composition C11H18BrN2 in a non-equilibrium geometry.

The LUMO energy (alpha / beta) comes out at -2.67 / -6.43 eV.

Structure (ORCA input):
```
! wB97M-V def2-TZVPD RIJCOSX def2/J DEFGRID3
* xyz 1 3
C 3.961 -1.701 -0.134
C 3.179 -1.298 0.943
C 4.258 -0.825 -1.143
C 2.484 -0.061 0.877
C 3.522 0.422 -1.266
C -1.001 -0.676 -1.197
C -1.280 -0.964 1.211
C -2.425 0.036 -1.056
C -2.333 0.185 1.321
C 2.664 0.665 -0.272
C -3.209 2.158 0.173
N -0.387 -0.587 0.129
N -2.268 0.980 0.074
Br 1.406 2.145 -0.553
H 4.564 -2.563 -0.072
H 3.013 -1.960 1.815
H 4.989 -1.074 -1.884
H 1.704 0.256 1.462
H 3.731 1.139 -2.009
H 0.462 -1.095 0.108
H -1.167 -1.675 -1.636
H -0.313 -0.075 -1.842
H -0.678 -0.975 2.098
H -1.830 -1.883 1.182
H -2.618 0.602 -1.953
H -3.232 -0.580 -0.724
H -3.297 -0.319 1.506
H -2.125 0.860 2.212
H -4.243 1.814 0.372
H -2.943 2.957 0.917
H -3.224 2.608 -0.810
H -1.366 1.486 0.149
*
```

=====

[6]
DFT (ωB97M-V/def2-TZVPD) results for 2 unconnected molecules or ions with the total composition C16H20BrNO5 in a non-equilibrium geometry.

As for the SMILES: C[C@H](Br)C[C@]1(OC#N)OC(=O)O[C@@H]1CCc1ccccc1.CO. The LUMO energy comes out at -0.17 eV.

Structure (ORCA input):
```
! wB97M-V def2-TZVPD RIJCOSX def2/J DEFGRID3
* xyz 0 1
C 1.152 2.506 -0.704
C 2.624 2.385 -0.064
Br 3.843 3.595 -1.166
C 3.346 0.970 0.101
C 2.785 -0.372 -0.557
O 3.810 -0.704 -1.605
C 3.654 0.233 -2.767
N 3.148 0.682 -3.898
O 1.503 -0.572 -1.204
C 1.440 -2.020 -1.597
O 0.719 -2.614 -2.556
O 2.384 -2.681 -0.635
C 2.722 -1.704 0.454
C 1.470 -1.909 1.467
C 0.951 -0.606 2.294
C -0.476 0.035 1.785
C -1.173 1.185 2.780
C -2.637 1.890 2.382
C -3.451 1.531 0.969
C -2.731 0.384 0.014
C -1.292 -0.359 0.421
H 1.112 2.229 -1.864
H 0.820 3.651 -0.662
H 0.338 1.906 -0.117
H 2.595 2.916 1.006
H 4.474 1.112 -0.272
H 3.491 0.771 1.272
H 3.795 -1.845 0.915
H 1.826 -2.708 2.282
H 0.502 -2.414 0.983
H 0.751 -0.974 3.413
H 1.703 0.282 2.391
H -0.666 1.495 3.794
H -3.172 2.681 3.086
H -4.478 2.033 0.673
H -3.300 0.100 -0.996
H -0.883 -1.179 -0.306
C -5.438 -2.293 -1.711
O -5.034 -1.003 -2.131
H -4.806 -2.610 -0.879
H -6.480 -2.260 -1.382
H -5.329 -2.997 -2.539
H -5.613 -0.748 -2.869
*
```

=====

Let's list total energy in order: -175966.6215; -151012.0893; -8839.2509; -30813.3362; -84709.2702; -98669.7666 eV.